[1]
The following is a DFT calculation (ωB97M-V/def2-TZVPD) of 15 unconnected molecules or ions with the total composition C5H40NO14 at a distorted geometry.

```
60
Properties=species:S:1:pos:R:3:forces:R:3:nbo_charge:R:1
O 2.956447 2.855233 -1.228875 -9.95 -1.44 15.81 -0.888
H -2.495958 1.634884 3.193288 1.95 0.89 -1.65 0.457
H 2.798046 -4.491652 1.287435 0.51 -0.40 -1.37 0.493
O 0.709421 -3.746483 -0.537156 2.31 -1.83 0.63 -0.981
H 3.404808 2.908195 -1.867554 10.62 1.87 -14.22 0.424
H -2.916424 1.353411 -0.954489 -2.97 0.53 -2.28 0.508
N -1.822534 2.075393 2.376140 -2.40 -0.13 1.03 -0.743
O -3.120468 -1.900302 -2.473198 1.20 1.95 -3.39 -0.942
H -0.692161 -0.056963 -2.052615 2.38 -1.14 0.00 0.459
H 0.658264 2.391000 0.510482 0.23 0.77 0.18 0.254
H -4.928091 0.742350 -2.444036 -4.90 0.17 0.26 0.466
H 3.376936 -1.459430 -0.536794 2.67 -1.66 3.30 0.467
H -0.649637 2.726002 4.043023 0.07 -0.11 -2.09 0.213
H -0.083505 -4.412213 1.802028 0.78 -1.57 -0.30 0.498
O 0.341871 -5.318037 1.680694 -1.52 0.86 0.53 -0.983
O 0.281726 -0.163952 -1.791569 -3.62 4.96 0.15 -0.949
C 0.486327 3.468780 0.726057 0.26 -1.46 -3.82 -0.492
H -3.597902 -2.175138 -1.769005 -2.43 -1.44 3.51 0.470
O 0.082837 0.424886 0.898035 -1.04 0.98 2.54 -0.983
H 3.496089 2.805241 -0.401433 -0.53 0.10 -1.50 0.480
O 1.448315 -4.379299 -3.349751 0.32 0.65 -2.34 -0.983
H -2.298381 -2.345783 -2.417326 1.32 -0.72 -0.08 0.490
O 0.335921 -2.191222 2.267902 -1.79 -3.86 2.58 -0.971
H 3.530710 1.441505 -2.470340 -0.12 -0.92 -1.19 0.475
O 2.920090 -1.210329 -1.260153 -3.84 2.09 -1.79 -0.953
O 3.846480 0.842527 -3.184160 -0.14 0.78 -1.59 -0.972
C -0.571273 3.798327 -0.437298 1.80 0.28 1.38 -0.136
H 1.916413 -3.818128 -4.071905 -0.84 -1.39 2.73 0.491
H -0.422782 -5.936125 1.664704 0.85 0.56 0.05 0.482
H -0.281688 3.479750 -1.408040 0.48 -0.76 -0.60 0.203
H 1.486967 3.921400 0.623757 -0.68 0.22 -0.97 0.240
H 0.947963 0.120862 0.751956 1.71 -0.66 -0.70 0.493
O -3.099815 0.870909 4.359975 1.41 3.75 4.99 -0.903
H 3.689360 1.219563 -4.115532 0.18 -0.49 2.55 0.483
H -2.428457 4.690512 -1.098099 0.33 -0.17 -0.23 0.221
H 1.743213 -4.286929 -2.436576 0.52 0.95 -0.57 0.486
H 1.489398 -3.842681 0.130194 -1.88 1.23 -1.25 0.482
H 2.544748 -3.501849 2.105835 -0.38 1.56 1.24 0.485
C -0.537013 2.465448 2.910753 2.25 -1.29 2.35 -0.227
H -3.209469 0.161657 3.853281 -1.10 -5.13 -3.15 0.476
O -4.044792 0.704727 -2.524260 4.51 1.15 -0.05 -0.971
H -0.348174 4.532893 2.359035 -0.31 -0.03 -0.17 0.212
C 0.196906 3.606849 2.127614 -1.24 0.53 4.06 -0.425
H -0.063304 -1.421736 2.557003 -0.46 2.61 -0.02 0.486
H -1.827619 4.958972 0.608210 -0.66 0.28 0.57 0.170
H -2.677956 0.535365 5.211856 -0.79 0.81 -1.56 0.519
H 1.118920 3.817032 2.719436 -0.41 -0.53 -0.47 0.239
H -1.451511 1.108751 -1.077933 2.34 0.44 -2.27 0.464
O 2.762752 -3.523077 1.178184 0.36 -1.36 0.69 -0.934
H 0.788338 -4.691492 -0.820954 -1.06 0.92 0.02 0.463
C -1.684751 4.481160 -0.340513 -0.26 0.59 0.99 -0.436
H -2.298128 2.909839 2.055440 -0.31 0.09 -0.59 0.422
H -1.666935 1.440231 1.585591 -0.34 0.18 -0.25 0.472
H 3.316046 -1.475150 -2.056576 1.18 -0.43 -1.35 0.488
H -0.011652 1.432405 2.914940 -0.09 2.11 -0.02 0.223
H 0.563967 -1.010362 -1.894821 1.14 -4.18 -0.58 0.496
O -2.152418 1.156401 -0.506527 0.44 -0.85 4.71 -0.966
H 0.982499 -2.190576 1.637878 2.22 1.02 -2.68 0.487
H -3.789280 -0.192636 -2.689290 0.31 -1.06 -0.21 0.498
H -0.444047 0.150039 0.182130 -0.56 -0.88 -1.57 0.502
```
Forces are in eV/Å.

As for the net charge: +1. As for the LUMO energy: -2.831 eV. The highest occupied orbital energy comes out at -12.195 eV.

=====

[2]
The following is a DFT calculation (ωB97M-V/def2-TZVPD) of a molecular structure, C41H56HfN8S2SeSi at a distorted geometry.

```
110
Properties=species:S:1:pos:R:3:forces:R:3:mulliken_charge:R:1
C -16.307879 18.809708 1.046123 -1.36 0.71 0.20 0.269
C -11.558746 14.232892 5.100173 -0.36 -0.98 0.46 -0.879
C -16.675539 13.777331 4.748150 -1.63 0.92 -0.36 -0.549
C -12.723966 19.568093 3.227127 0.72 -0.30 1.44 -0.953
C -16.807729 14.248029 -4.354127 1.03 0.81 1.13 -0.694
H -12.356835 17.235418 1.633425 -0.56 -0.24 0.13 -0.244
Si -18.435248 16.088190 -0.408619 1.02 1.43 0.81 0.942
H -11.246786 18.157679 4.028824 -0.61 -0.27 -0.32 0.066
N -13.944001 17.720329 4.387670 -0.61 -0.07 0.03 1.627
H -12.803644 14.507036 6.955753 0.02 0.56 -0.86 0.432
H -24.071914 16.493652 -0.842335 -1.12 0.27 -0.32 0.432
H -15.929781 10.912020 -0.215908 0.09 -0.78 -0.17 0.513
C -13.999235 19.351121 7.643333 0.60 -0.35 0.66 -0.946
H -13.636682 13.830651 5.597547 -0.42 -0.46 -0.31 0.190
H -13.074238 16.149391 8.379046 -0.16 0.51 -0.44 0.366
H -16.585586 13.090637 2.778623 -0.49 0.95 1.14 0.357
H -18.386602 14.642636 5.913423 0.40 -0.13 0.40 0.695
H -15.911905 20.374015 -0.095636 -0.05 0.37 0.05 0.265
H -20.944215 15.952618 3.828403 -0.94 -0.09 0.15 0.535
C -19.923085 15.685441 3.972517 1.96 0.51 0.96 -0.621
H -9.952494 14.965002 7.178769 0.05 1.34 -1.02 0.263
C -17.322572 13.400111 -3.364053 -0.29 -0.10 -0.66 -0.885
H -18.455033 11.942332 3.055357 -0.30 0.99 -0.31 0.508
C -11.468135 18.683270 3.083214 0.96 0.71 0.17 -0.244
H -17.163582 12.464856 1.178212 0.48 0.04 -0.44 -0.011
C -23.034417 16.411512 -0.693331 1.09 -0.48 1.24 -0.716
H -12.931479 20.149156 2.336295 0.41 0.51 -0.10 0.575
H -18.229029 17.516069 -0.804564 0.27 0.14 0.40 -0.521
H -17.070677 20.752089 1.209902 1.24 -1.11 -0.81 0.261
H -17.008866 17.215478 -2.686266 0.09 -0.31 -0.01 0.405
C -14.059603 16.734570 -1.342963 0.65 -2.01 -0.15 -1.784
H -17.428206 12.307034 -3.581920 0.02 1.14 0.31 0.387
H -20.400815 18.019703 0.693921 -0.39 -0.41 0.39 0.290
C -19.170032 16.897242 4.618643 -0.17 -3.01 0.34 -1.110
C -17.362549 14.903132 5.637005 1.28 -1.25 0.11 -1.035
C -13.444783 16.937055 6.381522 -0.53 0.79 -0.62 1.001
H -11.193950 13.325795 5.609118 0.03 0.27 0.07 0.549
N -16.355558 20.122103 0.772639 -1.11 1.30 1.00 -0.352
H -10.805602 16.097258 4.430035 0.42 0.20 0.11 -0.630
H -19.852252 15.767862 1.918672 0.24 -0.02 0.36 -0.635
H -16.499281 13.846811 -5.296423 0.11 -0.21 -0.42 0.435
C -15.615217 11.927418 -0.205699 0.09 -1.04 -0.47 -1.212
H -20.411919 14.288237 -1.466858 -0.96 0.98 0.43 0.132
C -15.049671 14.582582 -0.228968 0.16 0.65 -1.44 0.356
H -10.654405 16.597387 6.725513 0.10 -0.28 0.50 0.171
C -17.071819 16.138500 -2.867223 0.50 0.34 -1.07 -0.270
H -22.838920 14.401907 -1.658689 -0.27 1.04 0.53 0.390
H -14.569168 20.116893 5.769642 -0.47 1.32 -1.02 0.612
C -16.301030 12.768092 0.569331 -0.16 2.05 1.00 -0.091
C -16.534792 15.613860 -4.068396 -2.09 -1.99 1.51 -0.975
C -13.993578 18.738179 3.353376 -0.99 0.14 -0.02 -0.244
C -14.391151 13.765543 -1.144328 0.85 -0.87 0.28 -0.723
H -19.218576 13.612293 1.388739 -0.04 0.74 0.05 -0.396
C -14.928160 16.049532 -0.356777 -1.38 0.88 1.55 0.276
H -14.812334 19.460284 3.530198 0.06 -0.62 0.22 0.344
C -13.534208 18.214137 8.325673 -0.91 1.27 1.61 -0.708
C -17.807198 13.966856 -2.185049 -0.05 -0.12 -1.27 -0.245
H -19.769280 14.824012 4.659829 -0.80 0.69 -0.49 0.349
N -15.513093 18.122520 0.331865 0.84 -1.58 -0.68 -1.744
C -22.381826 15.248217 -1.098589 0.94 -0.92 -1.32 -0.663
H -13.134029 16.928714 -0.790362 0.20 0.24 -0.45 0.167
H -22.800126 18.296326 0.371544 -0.22 -0.09 0.10 0.438
C -20.995266 17.165983 0.328954 0.97 1.22 -0.70 0.065
H -20.541484 13.443397 2.393371 -0.36 0.51 0.75 0.757
H -13.646094 14.171364 -1.837488 -0.53 -0.29 0.27 0.455
H -11.829154 13.816095 4.081694 0.44 1.06 0.85 0.276
S -17.370278 18.185214 2.283843 -0.03 0.53 0.14 -0.686
H -16.672958 14.995906 6.526011 -1.13 -0.13 -0.62 0.644
H -15.639603 14.003982 4.637885 0.73 0.13 0.04 -0.062
S -17.399355 16.518323 4.856449 0.24 0.06 -0.69 0.138
C -22.341503 17.366567 0.067684 -0.18 -0.68 -0.59 -0.578
C -13.343745 17.015297 7.750211 1.14 -2.31 0.72 -1.110
N -19.323096 15.300022 2.677172 -0.66 -0.30 -0.72 0.217
H -18.378617 13.311719 -1.567469 -0.14 -0.36 0.84 0.447
H -19.159842 17.722785 4.005064 -0.05 1.87 -1.56 0.396
H -8.995996 16.304025 6.469429 0.70 -0.04 -0.57 0.427
H -14.503938 17.629232 -1.675315 -0.37 1.07 -0.22 0.446
Hf -17.008695 15.732895 2.066348 0.66 -0.41 -0.46 1.327
H -10.521426 19.269571 3.002678 -0.90 0.18 0.01 0.521
C -20.987044 15.141844 -1.007581 0.49 0.41 1.24 -0.463
H -16.802338 12.802751 5.216348 0.01 -0.01 0.16 0.618
C -20.265146 16.138132 -0.262364 -1.54 -2.05 -1.23 0.518
H -18.988792 13.034325 4.292764 0.25 -0.11 0.29 0.642
C -17.773321 15.346824 -1.959998 0.45 -1.05 -0.08 0.784
H -10.611237 17.150497 1.780770 -0.19 -0.12 0.39 0.492
H -14.291225 11.729955 -1.760582 1.25 -1.02 -1.11 0.584
N -15.955699 14.082837 0.597367 -1.71 0.67 1.44 1.013
N -13.403945 15.886374 5.457911 -0.89 1.22 0.58 1.790
H -14.285701 18.166431 2.491766 0.32 0.18 -0.81 -0.834
H -16.080396 16.203099 -4.808619 0.54 0.87 -0.69 0.556
C -14.629758 12.405110 -1.049826 -0.84 1.35 -0.07 -1.064
C -13.827334 18.093275 5.707414 0.14 -0.40 -0.38 0.353
H -14.213191 20.214545 8.232690 -0.19 0.53 0.10 0.506
C -18.575943 13.030359 3.286632 0.03 0.26 0.93 -1.366
Se -14.160892 15.359449 2.691134 -0.20 -0.01 0.95 -0.049
C -11.479543 17.817672 1.835623 1.29 0.44 -0.96 -0.927
H -13.497537 18.272010 9.412675 0.21 0.03 -0.23 0.417
H -12.618722 20.238951 4.160920 -0.19 -0.83 -1.62 0.314
C -12.910214 14.578124 5.849020 1.48 -0.46 -0.47 -0.687
H -11.286596 18.467016 0.953711 -0.47 -0.16 0.41 0.407
H -13.887550 16.082731 -2.220754 0.16 0.47 0.53 0.640
H -9.518904 14.861304 4.613608 -1.16 0.22 -0.08 0.470
H -19.646508 17.206078 5.522973 -0.18 -0.05 0.84 0.618
N -15.636939 16.759454 0.506044 0.57 -0.75 -1.45 1.982
N -17.223755 13.721875 3.330884 0.37 -1.36 0.08 -0.686
C -13.840485 16.373242 4.256417 1.14 0.24 0.39 -1.392
C -10.430581 15.314899 5.098775 0.38 -1.56 -2.34 0.372
C -14.149751 19.326566 6.295360 0.66 -1.95 0.32 -0.892
C -19.533958 13.854632 2.424089 1.52 -1.37 -1.70 0.178
C -9.947908 15.817792 6.400454 -1.67 -0.45 2.80 -1.092
```
Forces are in eV/Å.

As for the net charge: +2. As for the LUMO energy: -5.512 eV. The highest occupied orbital energy comes out at -12.118 eV.

=====

[3]
The following is a DFT calculation (ωB97M-V/def2-TZVPD) of a molecular structure, C8H25BrFeO5.

```
40
Properties=species:S:1:pos:R:3:forces:R:3:mulliken_spin:R:1
Fe 0.156439 -0.021869 0.117330 0.05 0.16 -0.66 3.794
H -0.302422 0.734721 4.792468 0.04 -0.04 -0.02 0.000
H -3.281907 -0.422861 0.208235 -0.08 -0.09 -0.08 0.001
O 1.255971 -1.598415 -0.066376 -0.19 0.12 -0.09 0.103
H 2.347293 2.959374 -2.556224 -0.01 -0.01 0.02 -0.001
C 0.709476 1.002345 4.481682 -0.09 -0.22 0.88 0.002
Br -1.282018 2.116434 -0.003927 0.11 -0.23 -0.01 0.046
H -1.755242 -2.019145 -4.098622 0.04 0.01 0.04 0.000
H 1.358476 0.163180 4.748423 0.08 0.04 -0.17 0.000
H -0.320943 -3.043486 -4.138201 -0.04 -0.11 0.07 0.000
H 1.127616 1.692071 -2.737874 0.05 -0.02 0.07 0.001
H -0.134788 1.933814 2.771214 0.09 0.14 -0.18 -0.001
H 1.639308 1.883506 2.736909 0.06 0.02 0.01 0.001
H 2.812952 0.062477 -1.633692 -0.15 -0.05 0.10 0.001
H 2.676776 1.548881 -3.570694 0.09 0.04 0.04 0.000
H 1.823908 2.231132 -0.115302 -0.23 0.02 -0.04 0.000
C 0.738855 1.341269 3.027846 -0.14 -0.34 -0.72 0.003
C 2.198645 1.881333 -2.647168 -0.10 -0.07 0.03 0.001
C -2.928711 -1.080902 0.999273 0.41 0.05 -0.22 0.005
O -0.446690 -0.286288 -2.213164 -0.01 -0.01 -0.22 -0.002
H 1.028015 1.844780 5.100237 -0.04 0.06 -0.13 0.000
H -1.213992 -2.115908 1.053866 0.08 0.06 0.04 -0.003
C -0.855212 -2.300886 -3.545563 -0.06 0.41 -0.20 0.000
H -4.193688 -0.590232 2.678824 0.02 0.02 -0.09 0.000
O 1.950778 1.290359 -0.281295 0.32 0.06 0.02 0.012
O 0.620298 0.148173 2.206383 0.07 0.35 0.82 0.012
H 1.030257 -1.419271 -2.975657 0.04 0.04 -0.09 0.001
H -3.420327 -2.049554 0.914753 -0.07 -0.03 -0.02 0.000
H -2.979556 0.635061 2.284350 0.08 0.01 0.01 0.000
H -1.176880 -2.716969 -2.592640 0.15 -0.16 0.03 0.000
H 3.784261 1.468641 -1.231624 -0.06 0.00 0.03 0.001
H -1.140786 0.297527 -2.535960 -0.07 0.11 0.21 0.001
H -2.499734 -0.858741 3.096591 -0.03 -0.05 -0.02 0.000
C 0.040035 -1.093067 -3.295208 -0.15 -0.09 0.45 0.004
H 1.074667 -2.129567 -0.849474 0.07 0.00 0.25 0.004
H 0.142785 -0.465493 -4.181512 0.11 -0.09 -0.11 0.000
O -1.520852 -1.262686 0.732541 -0.56 -0.20 -0.03 0.010
C 2.763945 1.133137 -1.448671 0.10 0.07 -0.24 0.002
H 1.338761 -0.456214 2.427132 0.05 -0.05 -0.15 -0.002
C -3.165767 -0.436648 2.340781 -0.03 0.11 0.38 0.000
```
Forces are in eV/Å.

As for the LUMO energy (spin up / spin down): 0.683 / 0.675 eV. As for the multiplicity: 5. As for the expectation value of S²: 6.0066. The highest occupied orbital energy (spin up / spin down) comes out at -8.194 / -7.514 eV.

=====

E
In order: -35978.457, -151537.612, -123370.274
Unit: eV
ΔE to the lowest compared entry with this formula, charge and spin
In order: 8.631, 0.353, 0.000
Unit: eV